Record 1
C3H2F2S2 | ωB97M-V/def2-TZVPD

For the energy above the lowest of the compared OMol25 structures with the same formula, charge and spin, the calculation gives 71.9 kcal/mol. The net charge is 0. As for the HOMO energy (spin up / spin down): -8.975 / -8.252 eV.

XYZ file:
```
9
C3H2F2S2, DFT ωB97M-V/def2-TZVPD
C -0.59463 0.55353 -0.43948
C -1.74525 -0.07252 -0.63965
C 2.00526 -0.02123 0.80095
F 2.86791 -1.01740 1.01183
F 1.45387 0.62261 1.82291
S 0.92856 -0.31720 -0.63191
S -1.69974 -1.81665 -0.69320
H -0.48780 1.56816 -0.40809
H -2.72817 0.50070 -0.82336
```

Record 2
C3H2F3I2O3S | ωB97M-V/def2-TZVPD

For the energy above the lowest of the compared OMol25 structures with the same formula, charge and spin, the calculation gives 56.0 kcal/mol. The net charge is -1. As for the HOMO energy: -5.977 eV.

XYZ file:
```
14
C3H2F3I2O3S, DFT ωB97M-V/def2-TZVPD
C -0.08709 0.70414 0.09741
C 1.19337 0.44327 -0.76596
C 1.85640 -0.86497 -0.74922
O -0.16647 -1.85593 -2.09551
O 0.26938 -1.97768 0.28842
O 1.45277 -3.49867 -1.31642
F -0.36164 2.07822 -0.02494
F 0.86294 0.74812 -2.03001
F 3.29296 -0.63343 -2.24548
S 0.77544 -2.24978 -1.04701
I 2.68334 2.05953 -0.23370
I 2.94075 -1.31527 0.89287
H -0.79444 0.02592 -0.39473
H 0.19083 0.41344 1.21518
```

Record 3
C3H2F6NO2 | ωB97M-V/def2-TZVPD

For the energy above the lowest of the compared OMol25 structures with the same formula, charge and spin, the calculation gives 43.0 kcal/mol. The net charge is -1. As for the HOMO energy (spin up / spin down): -2.872 / -2.873 eV.

XYZ file:
```
14
C3H2F6NO2, DFT ωB97M-V/def2-TZVPD
C -0.17385 0.09938 -0.03494
C 1.31778 0.20752 -0.00119
C -0.74321 -1.11386 -0.68650
N -0.75125 1.31321 -0.21339
O -0.25314 2.53916 -0.09558
O -0.15098 -0.76105 1.57651
F 1.94234 0.73552 -1.10385
F 1.64059 1.06960 1.02750
F 2.00146 -0.89452 0.28624
F -0.00716 -2.13223 -0.49427
F -0.90570 -1.01883 -2.05350
F -1.99407 -1.42681 -0.28714
H -1.83990 1.39625 -0.10882
H -0.08290 -0.01333 2.18895
```

Record 4
C3H2FInO2 | ωB97M-V/def2-TZVPD

For the energy above the lowest of the compared OMol25 structures with the same formula, charge and spin, the calculation gives 55.9 kcal/mol. The net charge is 0. As for the HOMO energy: -7.335 eV.

XYZ file:
```
9
C3H2FInO2, DFT ωB97M-V/def2-TZVPD
C 1.33106 0.19880 -0.06004
C -1.12160 0.32373 0.16582
O 0.48155 1.04032 0.40691
O 0.70434 -0.88665 -0.53777
C -0.69605 -0.96180 -0.23069
H -1.72684 0.48014 1.06292
F -1.62942 1.14815 -0.85203
H -0.86626 -1.75057 0.50839
In 3.52322 0.40788 -0.46352
```

Record 5
C3H2FLiO2 | ωB97M-V/def2-TZVPD

For the energy above the lowest of the compared OMol25 structures with the same formula, charge and spin, the calculation gives 153.2 kcal/mol. The net charge is 0. As for the HOMO energy: -7.226 eV.

XYZ file:
```
9
C3H2FLiO2, DFT ωB97M-V/def2-TZVPD
O -0.24243 1.33557 -0.32597
C 0.73186 0.87051 -1.06445
C -0.74954 0.24140 0.53511
O 0.49572 -0.41140 -1.22863
C 0.10066 -0.92934 0.12563
H -1.82589 0.10128 0.39287
H -0.58026 0.57898 1.56460
F -0.79556 -1.95658 -0.32526
Li 2.86542 0.16960 0.32611
```

Record 6
C3H2FN3S | ωB97M-V/def2-TZVPD

For the energy above the lowest of the compared OMol25 structures with the same formula, charge and spin, the calculation gives 5.0 kcal/mol. The net charge is 0. The SMILES is Fc1nn[nH]c1C=S. As for the HOMO energy: -9.249 eV.

XYZ file:
```
10
C3H2FN3S, DFT ωB97M-V/def2-TZVPD
F -0.29012 -1.61389 -1.62150
C -0.60971 -0.56251 -0.87963
N -1.76507 0.07680 -1.06603
N -1.78755 1.07282 -0.23412
N -0.66308 1.07572 0.45465
C 0.13627 0.00009 0.09165
C 1.41002 -0.41179 0.64333
S 2.36727 -1.41760 -0.17445
H -0.55029 1.72959 1.20640
H 1.75225 0.05077 1.57971
```

Which value of net charge does entry 3 give?
-1

Look up the net charge of the third one.
-1